1.
20
Properties=species:S:1:pos:R:3 method="wB97M-V/def2-TZVPD" de_lowest_kcal_mol=84.60 gap_ev=9.49 e_homo_ev=-8.898 max_force_ha_per_bohr=0.107 charge=0 lumo_ha=0.02181
C -1.94200 1.22293 -1.76301
N -1.15081 -0.00631 -1.48070
C -1.29561 -0.89600 -0.30878
C -0.26972 -2.15448 -0.20733
S -0.60418 -3.10713 1.37734
H -2.97160 0.94092 -1.99734
H -1.54004 1.84613 -2.58844
H -2.13927 2.03513 -0.87741
H -1.44244 -0.59321 -2.33635
H -1.29546 -0.32996 0.64922
H -2.34531 -1.14965 -0.11478
H -0.04554 -2.26672 -1.25158
H 0.51071 -1.62478 0.37307
H -1.96319 -3.34771 0.88339
O 6.25048 3.72672 -1.34259
H 5.89086 3.72695 -2.18991
H 6.04084 4.42679 -0.69015
O 0.03730 -0.44108 4.64131
H 0.14662 -0.93397 5.40293
H 0.12836 -1.07456 3.82111

=====

2.
20
Properties=species:S:1:pos:R:3 method="wB97M-V/def2-TZVPD" de_lowest_kcal_mol=21.05 gap_ev=10.68 e_homo_ev=-9.934 max_force_ha_per_bohr=0.027 charge=0 lumo_ha=0.02758
C -0.15731 -3.02716 1.65826
C -0.34600 -1.71705 1.53681
C 0.70110 -0.64389 1.75121
N 1.41443 -0.32673 0.48288
H -0.97831 -3.72491 1.60277
H 0.84924 -3.39171 1.85419
H -1.38600 -1.40747 1.47161
H 0.19444 0.22241 2.16400
H 1.41328 -1.07207 2.44793
H 2.36592 -0.10472 0.74465
H 1.05632 0.55584 0.12462
O -1.84028 2.96949 -0.72673
H -0.95870 2.59129 -0.88529
H -1.74888 3.89155 -0.97734
O 0.66733 2.01700 -1.73302
H 1.19526 2.32160 -2.48150
H 0.47334 1.07933 -1.92434
O -0.38029 -0.54415 -1.72919
H -1.20868 -1.00583 -1.88091
H 0.15071 -1.09259 -1.13086

=====

3.
20
Properties=species:S:1:pos:R:3 method="wB97M-V/def2-TZVPD" de_lowest_kcal_mol=20.09 gap_ev=10.00 e_homo_ev=-9.444 max_force_ha_per_bohr=0.030 charge=0 lumo_ha=0.02030
C -1.03273 -1.15863 -1.15915
C -0.45370 0.24718 -1.30461
N -1.21154 1.29557 -0.65004
C -0.67820 1.88307 0.54396
O -0.69217 1.05128 1.73835
H -0.24580 -1.91110 -1.11000
H -1.74122 -1.49334 -1.91119
H -1.52865 -1.23519 -0.18440
H 0.55478 0.21175 -0.88674
H -0.27082 0.51846 -2.35245
H -2.17689 1.05124 -0.54642
H -1.32153 2.71506 0.82068
H 0.33723 2.25268 0.41673
H -1.49221 1.18860 2.23083
O 1.57030 -0.57020 1.66961
H 1.96021 0.17020 2.11896
H 0.83922 -0.10977 1.21323
O 2.88382 -2.04441 -0.38549
H 2.25594 -2.78394 -0.28949
H 2.44398 -1.27851 0.02763

=====

4.
20
Properties=species:S:1:pos:R:3 method="wB97M-V/def2-TZVPD" de_lowest_kcal_mol=33.90 gap_ev=8.46 e_homo_ev=-8.041 max_force_ha_per_bohr=0.048 charge=0 lumo_ha=0.01552
C 0.19528 1.93514 1.66009
C -0.92986 0.94363 1.48667
C -0.75432 -0.26405 0.92877
N -1.81494 -1.09118 0.52696
H 0.14346 2.66455 0.84630
H 1.14515 1.40377 1.52115
H 0.28977 2.37136 2.64534
H -1.94200 1.35232 1.49391
H 0.15015 -0.79536 1.20016
H -1.60290 -2.07101 0.58176
H -2.71878 -0.81692 0.88690
O -0.04959 -3.44959 -0.86253
H 0.50289 -2.66711 -0.74732
H 0.28179 -3.88709 -1.65092
O 1.26087 2.38449 -2.36992
H 0.32382 2.23670 -2.59522
H 1.19896 2.27445 -1.41341
O 1.14923 -0.65986 -1.49878
H 1.52747 -0.55974 -0.62103
H 1.64356 -1.30451 -2.01886